Here is one molecule with the formula C5H5N5 in a non-equilibrium geometry from OMol25. Energies are from the ωB97M-V functional and the def2-TZVPD basis.

The max |F| comes out at 4.54 eV/Å. As for the spin multiplicity: 1. The value obtained for the relative energy (zero: lowest compared OMol25 entry of this formula, charge and spin) is 381.1 kJ/mol. The SMILES is [H]/N=C(\C#N)[C@@H](C#N)/N=C\N. Its net charge is 0. The calculation puts the gap between HOMO and LUMO at 8.787 eV. The calculation puts the electronic energy at -467.2172 hartree. For the highest occupied orbital energy, the calculation gives -0.3595 Ha.

Positions of all 15 atoms, in Å:
C  -1.83  -0.39  0.89
C  0.33  0.80  0.69
C  -0.09  1.65  -0.48
C  1.39  -0.26  0.32
C  0.89  -1.45  -0.36
H  -2.81  -1.21  -0.78
H  -1.33  -0.41  -1.22
H  -2.66  -0.67  1.57
H  0.95  1.43  1.44
H  3.45  -0.37  0.03
N  -2.12  -0.50  -0.42
N  -0.81  0.23  1.49
N  -0.33  2.18  -1.49
N  2.64  0.22  0.42
N  0.38  -2.25  -1.05